Computed, not measured: a 8-piece molecular cluster, C14H44O8 overall in a non-equilibrium geometry, with the ωB97M-V functional and the def2-TZVPD basis.

```
66
Properties=species:S:1:pos:R:3:forces:R:3
C 3.35003 3.67651 -4.81505 0.30 -0.70 0.93
O 4.11105 4.77280 -5.22506 0.38 0.66 -0.81
H 3.93603 2.75859 -4.86129 0.03 -0.28 -0.20
H 3.14942 3.83552 -3.75554 -0.83 -0.32 0.08
H 2.45849 3.52320 -5.42311 0.05 0.44 0.13
H 4.90230 4.75963 -4.68160 0.08 0.20 -0.12
C 1.46903 -0.82684 8.30221 0.23 0.52 -0.27
O 1.87178 0.05643 9.35966 -0.12 -0.73 -0.38
H 0.94367 -1.71795 8.64576 -0.36 0.21 0.16
H 0.87466 -0.22047 7.61873 -0.31 -0.22 0.19
H 2.29568 -1.19439 7.69421 0.44 0.09 0.15
H 2.25013 -0.50058 10.04391 0.11 0.13 0.15
C 4.65116 3.40803 2.19290 0.22 -0.62 0.47
O 5.09246 2.14118 1.70174 -0.14 -0.09 -0.44
H 4.55825 3.27352 3.27057 0.15 0.51 0.15
H 5.38632 4.16940 1.93222 -0.29 0.25 0.20
H 3.65219 3.66197 1.83839 0.13 -0.02 -0.40
H 5.95193 2.25639 1.28988 -0.10 -0.05 0.00
C 2.94396 -1.89659 -7.56162 1.48 -1.23 -0.14
O 1.60220 -1.64426 -7.35666 -0.93 0.55 0.54
H 3.66392 -1.33524 -6.96609 -0.22 0.80 -0.01
H 3.12306 -2.91210 -7.20839 0.40 -0.45 -0.51
H 3.19607 -1.82066 -8.61934 -0.04 0.06 0.09
H 1.43674 -2.10384 -6.53022 -0.69 0.26 0.04
C -3.03503 1.50224 -3.64199 0.07 -0.54 0.49
O -4.19671 2.00740 -4.26853 0.17 0.27 -0.12
H -3.27228 0.61354 -3.05717 -0.08 -0.12 0.21
H -2.23355 1.19573 -4.31413 -0.01 0.28 -0.37
H -2.63973 2.24160 -2.94544 -0.16 0.14 -0.20
H -4.52787 1.34942 -4.88416 0.02 -0.03 0.00
C -2.02882 5.17814 3.29997 -0.26 0.05 0.50
C -1.55764 5.29781 4.74762 0.33 -1.00 0.01
C -1.75711 4.00279 5.57520 -0.04 2.09 -1.02
O -0.14240 5.53986 4.73804 -0.15 -0.08 0.00
H -3.11527 5.20960 3.21790 -0.04 0.40 -0.01
H -1.75604 4.22964 2.83731 0.43 0.01 0.14
H -1.54881 5.99880 2.76686 -0.40 0.00 -0.45
H -2.01181 6.13560 5.27670 -0.40 0.11 -0.15
H -2.83078 3.90018 5.73273 0.10 -0.41 0.13
H -1.24028 4.26389 6.49868 0.02 -0.93 0.13
H -1.33306 3.22511 4.93997 0.04 -0.37 0.70
H -0.02760 6.26295 4.11711 0.37 0.12 0.00
C -3.75376 -5.69033 -3.15605 0.76 0.81 -0.95
C -4.48517 -6.85814 -2.60261 -0.28 0.07 -0.79
C -3.90236 -7.20639 -1.27766 0.07 -0.68 1.46
O -5.85881 -6.45298 -2.49710 0.19 -0.12 0.34
H -4.26320 -5.22865 -4.00189 -0.45 0.22 0.35
H -2.79115 -5.92659 -3.60955 0.22 -0.46 0.37
H -3.56150 -4.99462 -2.33928 -0.17 0.38 -0.25
H -4.46541 -7.69485 -3.30091 0.24 -0.22 -0.02
H -2.81705 -7.20451 -1.17677 0.11 0.02 -0.65
H -4.21188 -8.19236 -0.93102 -0.20 -0.08 0.07
H -4.22592 -6.47629 -0.53580 -0.22 0.10 0.02
H -6.25746 -7.02197 -1.83458 -0.27 -0.04 0.04
C 1.04388 -2.26848 -0.48222 0.53 -0.33 -0.22
C 0.66952 -0.99966 0.23576 0.10 0.07 1.25
C 1.03131 -0.95119 1.72291 -0.11 -0.57 0.62
O 1.37125 0.08398 -0.32206 -0.09 0.77 -0.99
H 0.89658 -3.17278 0.10824 -0.33 -0.01 -0.07
H 2.10907 -2.21490 -0.70719 0.17 -0.07 0.10
H 0.55655 -2.33219 -1.45512 -0.20 -0.14 0.12
H -0.39521 -0.79983 0.11524 -0.04 0.15 -0.04
H 2.03177 -1.33742 1.91785 0.40 0.17 -0.37
H 0.44772 -1.54598 2.42557 -0.55 -0.07 -0.32
H 0.99102 0.08298 2.06492 -0.04 -0.02 -0.02
H 2.22416 0.12878 0.11626 0.18 0.07 -0.04
```
Forces are in eV/Å.

Net charge ... 0
ΔE to the lowest compared entry with this formula, charge and spin ... 81.8 kcal per mole
Frontier orbital gap ... 10.46 eV